Record 1
10
Properties=species:S:1:pos:R:3:forces:R:3 method="wB97M-V/def2-TZVPD" lumo_ha=0.0346 gap_ev=10.88 smiles="O=CN1CC1" relative_energy_kcal_mol=83.30
O 1.911735 -0.059224 -0.567702 -0.132 0.441 0.176
C 1.392566 0.015004 0.501123 -2.676 -2.336 -0.105
N -0.111437 -0.262442 0.808880 3.035 2.879 0.098
C -0.676010 -0.808405 -0.325318 -7.843 5.085 4.468
C -0.772538 0.744466 -0.236806 -0.529 1.419 1.487
H 1.860353 -0.018463 1.443524 1.188 0.792 1.313
H -0.188663 -1.206032 -0.984261 5.897 -4.022 -7.241
H -1.635117 -1.349615 -0.184440 0.534 0.571 0.237
H -1.708520 1.326447 0.188633 1.705 -1.976 -0.792
H -0.072371 1.618261 -0.643629 -1.179 -2.852 0.359

***

Record 2
119
Properties=species:S:1:pos:R:3:forces:R:3 method="wB97M-V/def2-TZVPD" lumo_ha=0.0167 gap_ev=9.07 smiles=COC[C@H](C)N.COC[C@H](C)N.COC[C@H](C)N.COC[C@H](C)N.COC[C@H](C)N.COC[C@H](C)N.COC[C@H](C)N relative_energy_kcal_mol=89.21
C 2.262334 -4.577204 -0.262869 -0.423 -1.187 -0.670
O 1.636836 -4.983081 -1.522122 -0.750 0.661 1.737
C 0.333276 -5.584967 -1.308994 -0.367 -0.581 -2.644
C -0.404652 -5.500236 -2.698015 2.586 0.702 0.479
C -1.054257 -4.180387 -2.980692 -0.521 0.040 -0.091
N -1.291225 -6.589729 -2.915017 -1.084 -0.664 -0.271
H 1.576417 -3.946745 0.302936 0.175 0.097 0.083
H 3.243095 -4.120269 -0.394900 -0.342 0.399 -0.656
H 2.508841 -5.488537 0.281934 -0.327 -0.100 0.411
H 0.414282 -6.658944 -1.141367 0.464 -0.137 0.419
H -0.394225 -5.221365 -0.583293 0.716 0.798 0.606
H 0.375292 -5.556046 -3.457410 0.734 0.004 0.148
H -1.261788 -4.136715 -4.049861 -0.157 0.142 -0.106
H -0.384985 -3.348529 -2.761193 -0.112 -0.036 0.215
H -2.005628 -4.130564 -2.451057 -0.037 0.381 0.170
H -1.558244 -6.456778 -3.879960 -0.758 -0.171 -0.227
H -0.770589 -7.453311 -2.972119 0.199 -0.252 0.365
C 3.760300 2.183913 -1.351809 -0.234 -0.949 1.129
O 2.666935 2.962019 -1.730525 -0.589 0.671 -1.308
C 1.419029 2.476968 -1.270720 0.488 -0.255 0.788
C 0.399115 3.562913 -1.147166 -1.327 1.793 1.263
C 0.869696 4.682732 -0.223053 0.482 0.875 0.082
N -0.857958 3.085611 -0.522198 -0.363 -0.670 -0.091
H 3.522212 1.120821 -1.387048 0.046 -0.343 -0.674
H 3.931500 2.296415 -0.281232 0.385 0.475 0.290
H 4.675590 2.393004 -1.905540 -0.371 0.253 -0.144
H 0.968845 1.688741 -1.874148 0.424 -0.435 -0.283
H 1.611285 2.108949 -0.262903 -0.192 -0.161 -0.259
H 0.136296 4.006742 -2.107398 0.465 0.011 -0.346
H 0.850755 4.496922 0.850831 0.420 -1.072 -0.013
H 0.217290 5.555369 -0.192011 -0.215 0.158 -0.891
H 1.865914 5.010202 -0.520369 -0.014 0.100 0.167
H -1.479326 2.662582 -1.196759 0.586 -0.561 -0.556
H -1.439380 3.864928 -0.248875 0.452 0.588 0.410
C -0.080961 -1.733217 -5.932251 -0.348 -0.570 -0.731
O 0.958927 -2.533697 -5.466457 0.852 -0.770 -0.432
C 1.743620 -2.000923 -4.417718 -1.269 0.237 0.711
C 2.891129 -2.929763 -4.014175 -0.039 0.737 -0.475
C 3.831977 -2.214714 -3.085988 0.342 -0.097 1.349
N 3.652165 -3.177280 -5.223207 -0.049 -0.322 -0.754
H -0.670274 -2.360306 -6.601252 -0.288 -0.298 0.323
H 0.220355 -0.955902 -6.634461 0.455 0.661 0.500
H -0.712277 -1.383418 -5.115440 -0.061 0.322 0.039
H 2.156561 -1.029372 -4.689131 0.318 0.205 -0.314
H 1.001888 -1.781136 -3.649842 0.235 -0.012 0.818
H 2.594694 -3.908077 -3.635835 -0.421 0.260 0.279
H 4.203639 -1.274384 -3.493106 -0.022 -0.002 -0.268
H 4.687027 -2.855200 -2.869697 0.135 -0.020 -0.270
H 3.444727 -1.976999 -2.095215 -0.461 0.017 -0.003
H 2.922106 -3.294956 -5.911147 0.103 -0.598 -0.665
H 4.043559 -2.288098 -5.499340 0.489 0.258 -0.077
C -1.106672 2.073090 -4.037058 -0.323 -0.581 -0.688
O -1.762701 1.582606 -2.881645 1.377 1.542 1.140
C -2.889666 0.784830 -3.048403 0.497 -0.604 -1.450
C -3.475457 0.404954 -1.714012 -0.260 1.005 0.217
C -4.746600 -0.394982 -1.881073 0.792 -1.132 -0.935
N -3.832850 1.615439 -0.995689 -0.036 0.316 0.395
H -0.856941 1.193961 -4.631093 0.065 0.148 -0.554
H -0.189736 2.645834 -3.898179 0.130 -0.459 1.126
H -1.679320 2.802923 -4.609336 -0.764 -0.317 -0.153
H -3.592685 1.316869 -3.689342 -0.562 0.047 -0.002
H -2.559411 -0.094220 -3.601853 -0.214 -0.505 -0.209
H -2.672907 -0.076670 -1.155400 -0.255 -0.513 0.120
H -5.149498 -0.765447 -0.938453 -0.022 0.199 -0.218
H -4.469302 -1.226520 -2.528949 -0.186 -0.621 0.202
H -5.489452 0.110577 -2.498063 -0.117 0.488 0.461
H -3.005727 2.057874 -0.621251 -0.073 0.087 0.077
H -4.201780 2.219661 -1.716041 -0.281 0.602 0.245
C 0.251830 -1.331902 -0.804040 0.564 -0.896 -0.901
O 0.612168 -0.731364 0.357678 -0.608 1.626 2.794
C -0.472769 -0.407800 1.255403 0.343 -1.164 0.701
C 0.114611 0.419005 2.407327 0.714 -0.573 -0.477
C -0.821854 0.852209 3.506882 -0.444 -0.208 -1.015
N 0.708299 1.604926 1.899272 -0.168 1.576 -1.160
H -0.269680 -2.262298 -0.579307 -0.233 -0.277 -0.441
H 1.227462 -1.529859 -1.247954 -0.231 -0.474 -0.569
H -0.308441 -0.699532 -1.492738 -0.382 0.183 -0.036
H -1.355979 -0.081705 0.706127 0.226 1.249 -0.176
H -0.918483 -1.270335 1.750858 0.406 -1.047 -0.108
H 0.979490 -0.107843 2.810468 -0.243 -0.871 0.166
H -1.654145 1.281883 2.949395 -0.556 0.114 0.386
H -0.332945 1.678800 4.022451 -0.193 -0.423 0.541
H -1.170533 0.017376 4.114818 0.088 0.332 0.193
H -0.080829 2.128645 1.548425 -0.220 0.880 -0.102
H 1.162279 1.405748 1.019313 0.383 -0.486 0.337
C 6.253056 5.093584 4.707832 -1.277 -0.119 -0.811
O 5.023079 4.771198 4.037509 -0.561 -1.413 0.697
C 4.231722 3.707912 4.711051 0.134 0.512 -2.433
C 2.946215 3.478200 3.851283 0.982 -0.401 -0.193
C 2.003314 4.651983 3.790336 -0.917 -0.090 0.167
N 2.243184 2.230347 4.246118 0.138 0.591 0.807
H 5.923211 5.227407 5.738065 0.964 0.746 0.239
H 6.635206 5.916690 4.104045 -0.188 0.694 0.827
H 7.087175 4.395753 4.634448 -0.380 -0.929 0.109
H 4.811532 2.794238 4.580175 0.137 -0.193 0.625
H 3.997685 3.934435 5.751248 0.146 0.135 0.074
H 3.269248 3.341399 2.819276 0.574 0.096 -0.208
H 1.618928 4.910503 4.777012 0.001 0.108 0.080
H 1.154786 4.331808 3.185684 -0.273 -0.068 0.083
H 2.358183 5.546846 3.279082 0.563 -0.140 0.249
H 2.825434 1.410415 4.152412 0.835 0.093 0.353
H 1.590935 2.018919 3.504517 -0.432 0.577 -0.302
C -4.391008 0.065870 1.883857 -0.806 -0.081 0.223
O -4.905270 0.006421 3.217413 0.727 -0.510 0.363
C -4.730544 -1.280899 3.855003 -0.078 0.215 0.103
C -4.816144 -1.133150 5.384791 2.199 1.512 0.107
C -3.666416 -0.198172 5.839636 0.110 1.076 -0.823
N -4.579696 -2.309800 6.193070 -1.229 -1.645 0.334
H -4.332204 1.093817 1.526131 -0.053 0.048 0.447
H -5.097760 -0.424230 1.214216 0.031 -0.258 -0.156
H -3.409522 -0.392814 1.763914 0.140 -0.162 0.256
H -5.482548 -1.980802 3.490706 -0.073 -0.145 -0.096
H -3.735864 -1.670370 3.638125 0.185 -0.134 -0.283
H -5.796960 -0.719584 5.619459 0.043 -0.010 0.203
H -2.678540 -0.531786 5.521982 -0.086 -0.881 -0.188
H -3.572494 -0.157555 6.924825 -0.414 0.423 0.001
H -3.659396 0.776809 5.352331 -0.512 0.394 0.462
H -3.624745 -2.628673 6.273596 0.385 0.171 -0.971
H -4.715299 -2.021439 7.151494 -0.639 -0.037 0.181

***

Record 3
78
Properties=species:S:1:pos:R:3:forces:R:3 method="wB97M-V/def2-TZVPD" lumo_ha="-0.1936 / -0.1932" multiplicity=2 total_charge=+2 gap_ev="7.31 / 6.74"
V 1.334186 -0.364922 0.162249 -1.773 -0.184 1.075
C 1.194186 -2.784822 -1.794651 -0.748 -0.346 -0.353
C -0.214814 -2.214822 -1.603951 0.223 -0.115 -0.024
C -0.636814 -2.488022 -0.187951 -0.442 -0.448 -0.272
C -1.639214 -3.417822 0.059849 0.092 -0.008 0.191
C -1.909014 -3.810622 1.359649 0.315 0.134 -0.101
C -1.115314 -3.289422 2.372149 -0.018 0.155 -0.117
C -0.166314 -2.335522 2.051649 -0.140 -0.263 0.623
N 0.060486 -1.910022 0.805349 -0.307 -0.575 -0.159
N 2.176086 -1.934222 -1.118051 0.094 0.004 -0.067
C 2.978986 -2.684022 -0.148051 0.255 -0.372 0.270
C 3.757486 -1.702522 0.681949 0.519 -0.412 0.038
C 4.976186 -2.001122 1.269749 -0.123 0.192 0.042
C 5.677586 -0.994822 1.917349 -0.252 0.057 -0.091
C 5.145686 0.288778 1.915749 -0.044 -0.144 -0.106
C 3.909286 0.497478 1.333249 0.560 0.381 0.286
N 3.209786 -0.485022 0.759249 1.361 0.116 0.423
C 3.022386 -1.225022 -2.087951 0.249 0.290 -0.319
C 2.385986 0.094278 -2.428851 0.229 -0.037 -0.456
C 2.291086 0.569578 -3.726451 0.012 0.000 0.145
C 1.716586 1.813678 -3.957451 0.051 -0.103 0.400
C 1.333786 2.564878 -2.855751 0.140 -0.027 -0.125
C 1.472686 2.020778 -1.591051 0.140 0.484 -0.174
N 1.933286 0.788178 -1.370351 0.092 0.827 -1.285
H 1.414586 -2.858622 -2.862751 0.053 -0.003 0.117
H 1.217486 -3.797522 -1.382851 0.129 0.050 -0.106
H -0.906414 -2.696022 -2.296251 -0.026 0.101 0.044
H -0.192214 -1.142622 -1.822851 -0.091 -0.167 -0.105
H -2.196314 -3.833722 -0.765451 -0.029 0.019 -0.093
H -2.691414 -4.522022 1.571849 -0.054 -0.100 0.032
H -1.231414 -3.606522 3.395349 -0.012 0.021 0.121
H 0.456186 -1.919622 2.834749 -0.053 0.082 -0.062
H 3.657686 -3.385222 -0.651851 -0.072 0.021 0.136
H 2.302086 -3.261722 0.493449 0.089 0.031 -0.170
H 5.368586 -3.003122 1.217049 0.067 -0.142 -0.082
H 6.623286 -1.202922 2.390449 0.117 -0.009 0.041
H 5.678486 1.113878 2.359049 0.022 0.093 0.046
H 3.469586 1.490178 1.311249 0.006 -0.125 0.057
H 3.193686 -1.817522 -2.995051 0.011 0.035 0.204
H 4.002086 -1.015822 -1.640751 -0.182 -0.067 -0.080
H 2.662386 -0.026322 -4.545551 0.010 -0.100 -0.059
H 1.591486 2.183678 -4.963151 0.021 0.074 -0.069
H 0.936186 3.558978 -2.970951 -0.087 0.137 0.040
H 1.209786 2.599878 -0.716151 -0.090 -0.092 -0.122
Cl 1.104386 0.627878 2.416549 0.695 -0.060 0.319
C -0.525214 0.905278 2.928349 -1.179 0.148 -0.039
C -0.787414 1.109678 4.272349 0.150 0.028 0.033
C -2.070814 1.469378 4.653949 0.103 0.010 -0.155
C -3.062614 1.625578 3.695749 -0.083 -0.026 -0.023
C -2.793114 1.388078 2.359649 0.200 -0.060 0.047
C -1.515014 0.997578 1.956449 0.332 -0.257 0.000
P -1.047314 0.837278 0.186149 -0.557 0.531 0.217
C -1.421714 2.600178 -0.174251 0.208 -0.061 -0.243
C -0.631314 3.538178 0.496449 -0.116 -0.026 -0.062
C -0.891014 4.888878 0.368149 0.075 0.046 0.042
C -1.953414 5.316078 -0.414451 -0.136 -0.027 -0.037
C -2.740214 4.390578 -1.078851 0.035 0.181 -0.050
C -2.470314 3.034278 -0.976651 0.095 -0.096 0.091
C -2.441114 -0.043622 -0.583651 0.225 -0.031 -0.021
C -2.491914 -0.017622 -1.979551 0.001 0.050 0.134
C -3.506414 -0.668022 -2.656151 -0.005 0.000 -0.062
C -4.475514 -1.357522 -1.941951 0.000 -0.012 0.080
C -4.412014 -1.411522 -0.558851 -0.077 -0.048 -0.002
C -3.390714 -0.771722 0.124549 0.006 0.236 -0.052
H 0.002686 1.012578 5.000649 0.079 0.039 0.086
H -2.289414 1.668978 5.691649 0.023 -0.057 0.094
H -4.049014 1.943078 3.997049 -0.092 0.014 0.002
H -3.561514 1.528878 1.611549 -0.054 0.024 0.014
H 0.172186 3.209278 1.149749 0.003 0.022 0.004
H -0.275814 5.612178 0.882049 0.038 0.039 0.084
H -2.183414 6.367278 -0.489451 0.027 0.112 -0.036
H -3.570114 4.730278 -1.680151 -0.071 -0.009 -0.057
H -3.094614 2.327678 -1.504151 -0.038 0.005 0.029
H -1.736714 0.534178 -2.531051 -0.019 0.007 -0.067
H -3.550614 -0.628222 -3.733951 -0.009 0.006 -0.095
H -5.285214 -1.848022 -2.457451 -0.085 -0.066 -0.100
H -5.172414 -1.947422 -0.011451 -0.051 -0.070 0.078
H -3.343314 -0.821722 1.203749 -0.038 -0.058 0.012